The following is a DFT calculation (the ωB97M-V functional and the def2-TZVPD basis) of a structure of composition C28H31N5O4RuS at a distorted geometry.

```
! wB97M-V def2-TZVPD RIJCOSX def2/J DEFGRID3
* xyz 1 2
Ru 0.12 -0.07 -0.30
C -2.14 -2.26 -3.29
C -3.29 -1.48 -3.38
C -3.42 -0.38 -2.56
C -2.42 -0.08 -1.64
N -1.29 -0.82 -1.59
C -1.16 -1.89 -2.39
C -2.51 0.99 -0.64
C -3.67 1.63 -0.23
C -3.62 2.44 0.90
C -2.45 2.54 1.63
C -1.32 1.89 1.17
N -1.35 1.23 0.00
C -0.05 1.76 1.90
C 0.27 2.47 3.06
C 1.48 2.25 3.69
C 2.37 1.33 3.15
C 2.00 0.65 2.00
N 0.83 0.85 1.40
H -2.01 -3.14 -3.90
H -4.06 -1.73 -4.10
H -4.30 0.25 -2.61
H -0.25 -2.45 -2.29
H -4.60 1.45 -0.74
H -4.52 2.94 1.24
H -2.43 3.08 2.57
H -0.44 3.19 3.45
H 1.73 2.78 4.60
H 3.33 1.14 3.61
H 2.65 -0.08 1.54
O 2.64 -3.22 -0.32
N 1.83 -2.31 -0.28
O 0.66 -2.45 0.17
O 2.11 -1.14 -0.69
O -1.63 -0.90 1.38
S -2.11 -1.94 2.35
C -2.58 -3.43 1.38
C -1.52 -4.50 1.60
C -0.97 -4.26 3.00
C -0.63 -2.78 3.04
H -2.68 -3.11 0.34
H -3.56 -3.74 1.76
H -0.71 -4.38 0.87
H -1.93 -5.50 1.49
H -0.09 -4.87 3.21
H -1.73 -4.49 3.75
H 0.17 -2.53 2.35
H -0.43 -2.38 4.03
C -0.25 4.46 -0.96
N 1.16 4.68 -0.83
C 1.80 5.26 -2.00
C 1.91 3.58 -0.24
C 2.03 2.34 -1.14
C 3.28 1.91 -1.57
C 3.38 0.96 -2.58
C 2.26 0.45 -3.20
C 1.00 0.83 -2.75
C 0.90 1.74 -1.69
H -0.71 5.22 -1.58
H -0.73 4.42 0.02
H -0.42 3.44 -1.44
H 1.30 6.19 -2.25
H 1.76 4.59 -2.87
H 2.84 5.48 -1.78
H 1.45 3.33 0.72
H 2.92 3.94 -0.04
H 4.17 2.34 -1.14
H 4.36 0.64 -2.92
H 2.35 -0.24 -4.03
H 0.11 0.51 -3.29
*
```

Summary:
Kohn-Sham gap (alpha / beta) = 0.2491 / 0.2424 Eh
E_LUMO (alpha / beta) = -3.54 / -3.65 eV
E = -2153.0100 hartree